(1)
Computed, not measured: C23H31N5O3 in the gas phase at a distorted geometry, with ωB97M-V/def2-TZVPD.

Each line ends with the Löwdin charge.
CARTESIAN COORDINATES (ANGSTROEM)
C 4.43350 2.63611 -1.94659  -0.0029
C -2.54108 -1.12890 1.73500  -0.1200
C -1.15867 -0.81552 1.11684  -0.1560
N 6.59452 0.78733 -1.53785  0.0700
H -1.86385 -3.28218 -0.41276  0.1241
H 3.59127 -0.68238 -2.14145  0.0836
H -5.41124 0.20169 1.65425  0.1364
C 1.19284 -0.37943 -0.00876  -0.1338
H 2.38259 -1.69590 -1.80140  0.0763
C 2.45405 -0.07064 -0.61074  -0.1989
H 7.65804 2.06530 -2.74876  0.1049
N 0.46067 2.89715 1.62262  -0.0002
C 0.02927 -4.32750 -0.15377  -0.2180
H 0.02026 4.25048 0.01044  0.1200
O -4.90876 -0.04516 -0.29691  -0.0882
H -6.87316 0.60187 0.06302  0.1297
N -0.72953 0.41342 1.29085  0.2117
H -6.28196 1.32181 -2.23637  0.1228
C 0.49297 0.59717 0.71565  -0.1296
H -0.51163 2.64984 1.78552  0.1050
H 1.38237 -3.02098 1.99757  0.0617
C 0.92629 -4.88541 0.97199  -0.2569
H -6.08871 -0.33685 -3.82483  0.0844
H -2.93502 -2.10016 1.41602  0.1044
C 6.67980 1.88327 -2.27997  -0.1788
H 5.89241 3.70508 -3.17231  0.1024
C -6.57105 0.27197 -2.02721  -0.2408
C -0.37394 5.15672 1.91957  -0.1040
H 1.52744 -5.69717 0.51777  0.1027
H 5.29141 -0.29654 -0.32990  0.1238
H -2.37211 -1.13539 2.83112  0.1389
C -4.67798 -0.39023 1.06030  -0.2660
H -0.55115 -5.18870 -0.54051  0.1065
C 1.10571 1.88872 0.86354  -0.2037
O -5.83538 -0.55942 -2.92236  -0.0668
H -0.12433 4.97803 2.98054  0.0735
H 2.54215 -4.31788 2.38623  0.0688
H 0.62437 -3.98490 -1.01368  0.1038
H -6.64820 -1.13622 -0.43945  0.1344
C 1.93453 -3.87817 1.57736  -0.1163
C 4.35123 1.48531 -1.15265  -0.1735
N 3.08508 -1.10419 -1.36479  0.0939
H 3.59764 3.31819 -2.09457  0.1195
C -1.02364 -3.28643 0.30301  -0.1292
H 1.48887 4.68469 0.99413  0.1001
C 3.03149 1.18123 -0.48474  -0.1209
H -7.65277 0.20183 -2.25418  0.1212
C 0.49044 4.23122 1.01132  -0.2678
N 0.70823 -1.64561 -0.16979  0.1785
C 5.69693 2.83031 -2.54894  -0.0576
H 2.65621 -3.52356 0.82247  0.0695
C 2.31763 2.16734 0.28366  0.0270
H 2.79781 3.14139 0.38457  0.1124
C -6.29244 -0.09242 -0.57255  -0.2214
H -1.44749 4.92401 1.82314  0.0695
H 0.36704 -5.35071 1.80032  0.1029
H -0.18394 6.21896 1.71328  0.0665
H -1.38710 -3.59207 1.30059  0.1163
C -0.45261 -1.85603 0.41387  -0.1883
C 5.41176 0.59679 -0.94756  -0.0971
H -4.92602 -1.45600 1.23369  0.1386
O -3.39307 -0.02459 1.43507  -0.0693

As for the SMILES: CCCCc1nc2c(N)c(-c3cccnc3)cc(NCC)c2nc1COCOCCO. For the gap between HOMO and LUMO, the calculation gives 7.22 eV. The net charge is 0. For the LUMO energy, the calculation gives -0.019 eV.

---

(2)
Computed, not measured: C10H9NOS in the gas phase, with ωB97M-V/def2-TZVPD.

Each line ends with the Löwdin charge.
CARTESIAN COORDINATES (ANGSTROEM)
H 2.47886 -1.72840 0.56483  0.0241
H -3.55921 -0.08531 -1.12253  0.0996
S 0.45025 -2.73795 1.40255  0.8514
C -2.07458 1.27953 -1.83832  -0.0814
C 0.03316 1.22506 -0.75453  -0.1882
H -0.41538 2.53522 -2.40133  0.1090
H 1.64494 -2.83190 -0.67218  0.0194
H -2.10252 -1.06835 0.61489  0.1040
C 1.60663 -2.26557 0.24212  -0.3299
H 1.46490 -1.00584 2.74618  0.0879
H -2.73553 1.68653 -2.58959  0.1020
C 0.55135 -1.06915 2.15563  -0.3704
O 2.86425 0.74263 1.14937  0.0696
C -1.74549 -0.27354 -0.01979  -0.0170
C 1.74559 0.71353 0.65746  -0.4440
H -0.32343 -0.89221 2.78136  0.0857
C 0.61817 -0.14133 0.97701  -0.1909
C -0.77732 1.76490 -1.73446  -0.0164
C -0.44461 0.20931 0.11855  -0.1472
H 1.93228 2.17295 -0.86389  0.1637
N 1.33703 1.49656 -0.41576  0.1606
C -2.54933 0.27330 -0.99757  -0.0915

For the gap between HOMO and LUMO (spin up / spin down), the calculation gives 7.57 / 6.10 eV. The net charge is 0. For the LUMO energy (spin up / spin down), the calculation gives -0.123 / -1.432 eV.

---

(3)
Computed, not measured: a gas-phase ion, C3H9BrN3 (charge +1) at a distorted geometry, with ωB97M-V/def2-TZVPD.

Each line ends with the Löwdin charge.
CARTESIAN COORDINATES (ANGSTROEM)
N -0.36532 -1.41722 0.11822  0.1460
H 1.80085 -1.99895 -0.44402  0.1255
H 1.13332 2.46021 0.30971  0.1462
C 0.61216 1.42438 0.24251  -0.0313
H -1.09865 3.01101 -0.12546  0.0597
N -1.44559 2.14505 -0.26810  0.0822
H -0.67532 -0.33233 -0.05906  0.1011
C 1.68074 -0.14093 0.36332  -0.6719
Br 3.50172 0.28986 -0.06318  0.7635
N -0.58875 1.15453 -0.01915  -0.1317
H -0.34699 -1.38228 1.14135  0.1492
H 1.47815 -0.42737 1.45144  0.1045
H -2.44290 1.99480 -0.20344  0.1255
C 1.03962 -1.20944 -0.47376  -0.2211
H -0.85215 -2.21207 -0.21812  0.1417
H 0.86399 -0.89208 -1.45641  0.1108

As for the SMILES: N/N=C/[C@H](Br)C[NH3+]. For the gap between HOMO and LUMO, the calculation gives 10.44 eV. The net charge is +1. For the LUMO energy, the calculation gives -3.062 eV.

---

(4)
Computed, not measured: C10H10O4 in the gas phase at a distorted geometry, with ωB97M-V/def2-TZVPD.

Each line ends with the Löwdin charge.
CARTESIAN COORDINATES (ANGSTROEM)
H -1.66297 2.73792 1.41997  0.0539
C -0.59463 -1.32793 -2.26852  -0.0574
H -2.00301 1.33430 2.47315  0.1113
H 2.16194 -1.33549 0.95862  0.0979
O -1.00554 -1.00128 -0.08501  0.0033
H 1.04956 1.99593 -2.59145  0.0985
H 2.42895 -1.24396 2.77891  0.0807
C -1.32729 -2.40442 -1.83330  -0.0806
C -0.40496 -0.46774 -1.22132  -0.1988
C 2.49311 -0.81841 1.82993  -0.0395
O 0.96466 2.91671 -0.21113  0.0303
C -0.18424 1.35941 1.25759  -0.1262
O 2.04813 0.48391 1.94375  0.0251
C -1.57111 -2.15773 -0.49480  -0.1283
C 0.23686 0.83302 -1.27798  -0.2200
H -0.25907 -1.05870 -3.32944  0.1468
H 3.61920 -0.78705 1.62365  0.1305
O 0.81773 1.07886 -2.49749  0.0452
H -2.26714 -2.50226 0.23983  0.1119
H -2.28380 1.22345 0.73071  0.1242
C 0.49055 1.78105 -0.30838  -0.3183
C 0.81574 0.78568 1.66909  0.0190
H -1.98508 -3.14768 -2.30247  0.1135
C -1.57760 1.72243 1.49608  -0.0230

For the gap between HOMO and LUMO, the calculation gives 6.55 eV. The net charge is 0. For the LUMO energy, the calculation gives -0.019 eV.

---

(5)
Computed, not measured: C17H15Cl2N5OS in the gas phase at a distorted geometry, with ωB97M-V/def2-TZVPD.

Each line ends with the Löwdin charge.
CARTESIAN COORDINATES (ANGSTROEM)
O -1.16550 3.78812 0.22940  0.0398
C 1.47768 3.23762 1.36854  -0.1487
C 1.81246 4.44020 0.45842  -0.2228
C -0.54980 -3.49610 1.75722  -0.0318
H -1.64492 -8.49826 0.19472  0.0522
H 0.93837 5.71830 1.90435  0.1098
Cl 3.31959 2.91615 -1.12914  0.7378
H -2.05591 -2.58142 -2.18282  0.1241
H -2.38021 0.22867 -2.53005  0.1156
C -1.04290 -5.60435 0.23488  -0.4472
C 2.01199 6.67118 -1.18234  -0.6814
C -1.38667 0.44133 -0.63009  -0.5537
H -0.58750 -8.53510 -1.11926  0.0839
H 0.89902 7.80036 0.21653  0.1104
N -1.37755 -6.65509 -0.51987  0.0126
C -1.91779 -0.30822 -1.67328  -0.1008
C 2.68538 5.49669 -1.54799  -0.1246
H -0.14206 -4.83458 3.28400  0.1256
N -0.78486 -5.84197 1.50228  0.1260
C -1.02729 -3.33555 0.41399  -0.3011
C 1.35589 6.81986 0.04109  -0.0764
H 3.35894 5.50100 -2.33874  0.0803
H 0.95489 1.57514 0.32661  0.0734
N -1.39505 1.82480 -0.67291  0.0877
C 2.47434 4.35380 -0.77140  -0.6244
H -1.97707 2.31082 -1.31485  0.1503
S -0.93614 -0.57238 0.66882  1.1177
C 1.34958 5.70692 0.90258  -0.0182
C -0.41192 -4.80058 2.19222  -0.1444
N 0.53693 2.33985 0.75357  0.0685
C -1.83517 -1.75925 -1.45502  -0.0739
N -1.16008 -4.38213 -0.26809  0.1681
H 1.03878 3.61848 2.36102  0.1527
Cl 2.09530 7.94807 -2.32451  0.6887
H -0.08754 -8.01109 0.59317  0.0657
C -0.76922 2.60836 0.26795  -0.4593
H -0.46734 -2.62653 2.31781  0.0487
H 2.37134 2.79834 1.54597  0.0707
C -1.38089 -1.97117 -0.16211  -0.4923
H -1.38646 -6.33365 -1.51994  0.1517
C -0.81062 -7.99668 -0.19275  -0.0607

As for the SMILES: CNc1nccc(-c2ccc(NC(=O)NCc3ccc(Cl)cc3Cl)s2)n1. For the gap between HOMO and LUMO, the calculation gives 8.36 eV. The net charge is 0. For the LUMO energy, the calculation gives 0.271 eV.

---

(6)
Computed, not measured: C5H10O3 in the gas phase at a distorted geometry, with ωB97M-V/def2-TZVPD.

Each line ends with the Löwdin charge.
CARTESIAN COORDINATES (ANGSTROEM)
H 3.55494 -0.40601 0.32356  0.1096
H -1.86100 -0.65737 1.47452  0.0817
C -0.72506 0.37677 -0.03453  -0.3684
H -0.92765 0.70393 2.09642  0.0819
O 0.31007 -1.79736 0.30960  0.0677
H -1.00407 -0.01654 -2.14752  0.0809
O 2.03780 1.40086 0.02864  0.0529
O 2.82602 -0.78170 -0.18577  0.0467
C -1.53205 0.35776 1.26109  -0.0561
H 2.52409 1.68442 -0.75784  0.1162
H -2.40864 0.99552 1.17018  0.0754
C 0.50442 -0.45978 0.10425  -0.2738
C -1.57401 -0.07464 -1.22249  -0.0605
H 1.17726 -2.22288 0.33425  0.1064
H -1.89134 -1.10426 -1.07118  0.0801
H -0.27889 1.38112 -0.28262  0.1478
C 1.72400 0.06486 -0.08382  -0.3648
H -2.45591 0.55529 -1.31672  0.0760

As for the SMILES: CC(C)C(O)=C(O)O. For the gap between HOMO and LUMO, the calculation gives 8.46 eV. The net charge is 0. For the LUMO energy, the calculation gives 0.473 eV.

---

For the records above, the corresponding energy values read -37945.8705; -24886.9817; -77760.3258; -18715.5133; -63249.4744; -11488.9061 eV.
For the records above, the corresponding energy above the lowest of the compared OMol25 structures with the same formula, charge and spin values read 104.0; 44.5; 46.1; 132.2; 40.0; 29.5 kcal/mol.